# 1
Here is an isolated molecule of C6H5NO2 at a distorted geometry from the Open Molecules 2025 dataset. Energies are from the ωB97M-V functional and the def2-TZVPD basis.

Calculated values
energy above the lowest of the compared OMol25 structures with the same formula, charge and spin	432.4	kJ/mol
spin multiplicity	1
SMILES	O=C1C=C[C@@H]2ON=C[C@@H]12

Geometry (Å):
O 1.12235 2.24636 -0.50112
C 0.48917 1.34385 0.06715
C -0.86905 1.46854 0.72711
C -1.49001 0.25913 0.72628
C -0.64301 -0.64317 -0.12806
O -0.40693 -2.03154 -0.13584
N 0.78773 -2.10839 -0.86615
C 1.44735 -1.01351 -0.86289
C 0.76899 -0.14672 0.09742
H -1.26854 2.41563 0.99630
H -2.40028 -0.01878 1.22801
H -0.83827 -0.37665 -1.20321
H 2.35477 -1.04713 -1.35589
H 0.94571 -0.34763 1.21090

Mulliken atomic charge list, values in e, 4 entries:
1 O -0.58
2 C 0.30
3 C -0.28
4 C -0.68



# 2
Here is an isolated molecule of C6H5NO2 at a distorted geometry from the Open Molecules 2025 dataset. Energies are from the ωB97M-V functional and the def2-TZVPD basis.

Calculated values
energy above the lowest of the compared OMol25 structures with the same formula, charge and spin	198.1	kJ/mol
spin multiplicity	1
SMILES	O=C(O)c1cccnc1

Geometry (Å):
O 2.74783 1.09051 0.33228
C 1.98347 0.11596 -0.07831
O 2.45116 -1.12860 -0.30447
C 0.50576 0.05642 -0.14990
C -0.33059 1.21233 -0.08583
C -1.78432 1.05012 -0.04260
C -2.22511 -0.25544 0.03572
N -1.44049 -1.32146 0.14366
C -0.11596 -1.19952 0.23784
H 3.51517 -1.23164 0.08663
H 0.07973 2.21055 -0.05805
H -2.41354 2.04280 -0.31360
H -3.26960 -0.45686 -0.16322
H 0.29650 -2.18518 0.35986

Mulliken atomic charge list, values in e, 4 entries:
1 O -0.62
2 C 0.53
3 O -0.48
4 C 0.31